DFT (ωB97M-V/def2-TZVPD) results for one molecule with the formula C16H18N6O4.

Properties
**Total charge**: 0
**HOMO energy**: -9.56 eV
**HOMO-LUMO gap**: 0.369 Ha
**LUMO energy**: 0.5 eV
**Energy**: -34013.566 eV
**SMILES**: Cc1nc(CN(C)C(=O)c2coc([C@H](C)NC(=O)[C@@H]3C[C@H]3C#N)n2)no1

Positions of all 44 atoms, in Å:
C 3.00 -1.43 -4.82
C 2.19 -2.21 -3.85
N 1.83 -1.88 -2.66
C 1.11 -2.98 -2.26
C 0.48 -3.09 -0.91
N -0.39 -1.95 -0.64
C -1.66 -1.96 -1.35
C 0.06 -0.74 -0.19
O -0.61 0.27 -0.30
C 1.38 -0.63 0.50
C 1.96 0.56 0.73
O 3.13 0.34 1.38
C 3.20 -1.00 1.53
C 4.38 -1.57 2.24
C 4.39 -3.09 2.18
N 4.42 -1.08 3.61
C 5.39 -0.24 4.06
O 6.34 0.11 3.38
C 5.21 0.23 5.48
C 6.26 -0.07 6.49
C 4.92 -0.76 6.58
C 4.00 -0.39 7.63
N 3.26 -0.09 8.46
N 2.19 -1.63 1.03
N 1.02 -3.92 -3.15
O 1.75 -3.41 -4.23
H 3.28 -0.48 -4.37
H 3.90 -1.98 -5.10
H 2.42 -1.25 -5.73
H -0.12 -4.00 -0.87
H 1.25 -3.16 -0.15
H -2.30 -1.18 -0.95
H -1.52 -1.78 -2.42
H -2.13 -2.93 -1.22
H 1.69 1.58 0.51
H 5.28 -1.17 1.77
H 4.39 -3.43 1.15
H 5.28 -3.47 2.68
H 3.50 -3.50 2.67
H 3.64 -1.28 4.22
H 4.72 1.19 5.55
H 7.09 -0.69 6.18
H 6.49 0.68 7.23
H 4.88 -1.81 6.32


DFT (ωB97M-V/def2-TZVPD) results for one molecule with the formula C16H18O7 in a non-equilibrium geometry.

Properties
**Total charge**: 0
**HOMO energy**: -8.64 eV
**HOMO-LUMO gap**: 0.342 Ha
**LUMO energy**: 0.7 eV
**Energy**: -31216.594 eV
**SMILES**: CCOC(=O)Oc1ccc2oc(C)c(C(=O)OCCOC)c2c1

Positions of all 41 atoms, in Å:
C -5.74 -1.60 1.66
C -4.46 -1.97 0.92
H -4.66 -2.77 0.20
H -3.67 -2.27 1.61
O -3.92 -0.85 0.21
C -4.47 -0.57 -0.98
O -5.36 -1.18 -1.49
O -3.93 0.51 -1.55
C -2.81 1.14 -1.02
C -1.63 0.45 -0.79
C -0.55 1.18 -0.33
C -0.66 2.57 -0.13
C -1.84 3.26 -0.37
C -2.91 2.52 -0.82
H -3.86 3.00 -1.03
H -1.91 4.32 -0.21
O 0.52 3.07 0.31
C 1.39 2.04 0.40
C 0.81 0.86 0.03
C 1.40 -0.47 -0.04
O 0.87 -1.44 -0.52
O 2.63 -0.49 0.51
C 3.36 -1.71 0.39
C 4.03 -1.80 -0.99
O 4.88 -0.71 -1.28
C 6.10 -0.71 -0.58
H 6.62 -1.66 -0.68
H 6.70 0.09 -1.02
H 5.96 -0.49 0.49
H 4.58 -2.75 -1.05
H 3.26 -1.77 -1.76
H 2.69 -2.56 0.51
H 4.10 -1.69 1.19
C 2.77 2.35 0.84
H 2.95 1.95 1.84
H 3.49 1.88 0.17
H 2.92 3.43 0.85
H -1.54 -0.61 -0.96
H -6.08 -2.45 2.23
H -6.51 -1.32 0.95
H -5.55 -0.77 2.33